{
  "formula": "C7H14O4",
  "method": "ωB97M-V/def2-TZVPD",
  "species": ["C", "C", "C", "C", "C", "C", "C", "H", "H", "H", "H", "H", "H", "H", "H", "H", "H", "H", "H", "H", "H", "O", "O", "O", "O"],
  "coordinates": [[2.451767, 1.397610, -0.239762], [1.971023, -0.837357, 0.086609], [0.798392, -0.879439, 1.091687], [-0.416157, -1.552742, 0.354678], [-0.882677, -0.650378, -0.759190], [-1.925853, 0.297042, -0.457126], [-1.694577, 1.438570, 0.442130], [1.772121, 1.809651, 0.562677], [3.274203, 2.069220, -0.412212], [1.990593, 1.181745, -1.242504], [2.535415, -1.782990, 0.129240], [1.091118, -1.523257, 1.850706], [0.419263, 0.051906, 1.648776], [-0.071658, -2.595042, 0.018090], [-1.203762, -1.777384, 1.081525], [-1.242781, -1.271846, -1.676146], [-2.125404, 0.706294, -1.474753], [-1.620212, 1.181200, 1.514458], [-0.791435, 2.040527, 0.169665], [-2.338066, 2.246117, 0.354560], [-3.693703, -0.416795, -0.863019], [2.930231, 0.134233, 0.270363], [0.346283, 0.016596, -1.288082], [1.387217, -0.932872, -1.229874], [-2.961338, -0.350600, 0.067505]],
  "atomic_forces_ev_per_a": [[-0.742, -0.452, 0.134], [-0.485, -1.039, 0.165], [-1.787, 1.195, -0.775], [1.057, -1.368, 1.094], [3.238, -3.259, -2.545], [0.951, 3.645, -2.118], [3.692, 1.286, 1.227], [0.315, -0.074, -1.314], [0.548, 0.074, 0.318], [0.253, 0.857, 1.313], [-0.313, 0.125, 0.126], [0.593, -1.217, 1.581], [1.048, -0.904, -1.334], [-0.506, 1.615, 0.075], [-0.061, 0.330, -0.204], [0.314, 0.690, 1.635], [-0.245, 0.288, 0.531], [-0.040, -0.118, -0.533], [0.118, -1.000, 0.260], [-2.360, 0.897, -0.249], [3.002, -0.202, 4.832], [-0.081, 0.831, -0.831], [-1.995, 0.100, 0.406], [0.906, 0.300, 0.206], [-7.421, -2.601, -4.001]],
  "mulliken_charge": [-0.57, 0.16, -0.50, -0.88, 0.41, 0.18, -1.52, 0.16, 0.34, 0.28, 0.36, 0.42, 0.14, 0.29, 0.42, 0.20, 0.36, 0.29, 0.20, 0.47, 0.44, -0.43, -0.29, -0.33, -0.59],
  "max_force_ev_per_a": 8.82,
  "charge": 0,
  "homo_energy_ev": -9.803,
  "homo_lumo_gap_ev": 10.066,
  "de_lowest_kcal_mol": 113.90,
  "energy_ha": -575.8754
}

=====

{
  "formula": "C25H61Cl3O15P2S7",
  "method": "ωB97M-V/def2-TZVPD",
  "species": ["C", "C", "O", "P", "O", "C", "C", "O", "P", "O", "O", "C", "C", "C", "C", "S", "O", "O", "Cl", "O", "C", "Cl", "C", "C", "Cl", "O", "C", "C", "H", "H", "H", "H", "H", "H", "H", "H", "H", "H", "H", "H", "H", "H", "H", "H", "H", "H", "H", "H", "H", "H", "H", "H", "H", "C", "S", "O", "C", "H", "H", "H", "H", "H", "H", "C", "S", "O", "C", "H", "H", "H", "H", "H", "H", "C", "S", "O", "C", "H", "H", "H", "H", "H", "H", "C", "S", "O", "C", "H", "H", "H", "H", "H", "H", "C", "S", "O", "C", "H", "H", "H", "H", "H", "H", "C", "S", "O", "C", "H", "H", "H", "H", "H", "H"],
  "coordinates": [[4.737171, -4.568941, -0.970435], [4.494219, -3.203687, -0.070454], [3.598134, -2.336907, -0.898399], [3.719892, -0.669084, -0.413346], [3.145897, 0.206697, -1.636148], [2.701047, -0.214521, 1.138560], [1.579813, -1.380725, 1.564907], [0.560621, -1.348515, 0.506616], [-1.007889, -1.851595, 1.065499], [-1.378281, -1.402856, 2.534723], [-2.165035, -1.204091, -0.116990], [-3.195781, -0.398299, 0.553176], [-4.304269, -1.437048, 1.168632], [-4.595975, -2.691445, 0.101656], [-4.967573, -2.180881, -1.413615], [-3.690036, -2.583505, -2.722801], [-2.749350, -1.385732, -3.093235], [-4.498073, -2.884617, -4.044069], [-2.540404, -4.283892, -2.341727], [-1.257004, -3.602696, 1.014896], [-0.011354, -4.302582, 0.665862], [0.853204, -4.245204, -0.980029], [0.579307, -5.178780, 1.756006], [-0.143583, -5.326445, 3.256980], [2.121645, -6.172971, 1.472610], [5.359049, -0.114612, -0.125243], [6.159710, -0.120788, -1.360085], [7.439075, -1.191518, -1.242553], [5.889608, -4.731233, -1.178240], [4.301336, -5.513129, -0.425264], [4.232834, -4.500756, -2.049383], [4.012966, -3.512393, 0.953986], [5.543978, -2.720558, 0.125233], [2.035466, 0.728121, 0.831381], [3.334006, 0.129958, 2.060322], [2.190130, -2.380155, 1.635973], [1.206976, -1.072146, 2.629941], [-2.794531, 0.407457, 1.300351], [-3.751938, 0.209592, -0.310918], [-5.345493, -0.864192, 1.261495], [-3.998482, -1.891901, 2.216415], [-5.539797, -3.281582, 0.532770], [-3.710027, -3.464666, 0.113853], [-5.146068, -1.002064, -1.472133], [-6.011260, -2.654300, -1.744636], [-1.163516, -5.903636, 3.213860], [-0.357744, -4.270474, 3.750665], [0.582744, -5.944045, 3.960930], [6.587741, 0.963407, -1.515439], [5.578457, -0.441030, -2.325929], [7.681561, -1.458252, -0.115938], [8.410797, -0.698417, -1.689857], [7.152704, -2.154517, -1.880942], [3.635827, 4.528446, -0.607709], [4.600597, 3.170248, 0.097256], [3.720996, 2.454238, 1.078992], [5.730019, 4.219839, 1.043766], [2.834233, 4.105457, -1.217793], [3.201779, 5.132791, 0.192243], [4.281064, 5.146050, -1.236712], [5.164933, 4.843410, 1.740459], [6.304487, 4.847964, 0.358869], [6.413460, 3.578050, 1.604602], [-2.510679, 4.280217, 3.214496], [-2.276827, 2.486933, 3.170842], [-3.460494, 1.894754, 2.464845], [-2.516344, 2.227738, 4.945261], [-2.440239, 4.664954, 2.194354], [-3.494901, 4.518652, 3.624386], [-1.728825, 4.735163, 3.826982], [-3.500258, 2.594502, 5.246824], [-1.734246, 2.752154, 5.499291], [-2.449790, 1.157139, 5.152406], [5.768745, 9.724942, -1.468325], [4.727824, 8.336723, -0.956670], [5.615168, 7.135483, -0.815889], [3.845822, 8.180062, -2.528498], [6.440915, 9.977487, -0.644868], [6.358422, 9.446428, -2.344832], [5.139111, 10.587556, -1.698261], [4.555819, 7.998103, -3.338646], [3.281174, 9.095006, -2.722631], [3.154395, 7.337267, -2.456762], [9.543508, 5.046971, -0.506220], [8.933648, 3.898797, -1.764086], [9.550914, 2.559479, -1.489524], [9.837716, 4.641667, -3.143913], [9.133655, 4.751265, 0.462414], [10.634582, 5.010054, -0.464385], [9.211171, 6.059831, -0.745128], [10.910387, 4.630004, -2.937072], [9.495428, 5.668341, -3.293638], [9.636387, 4.058671, -4.045635], [-8.371678, -5.529569, -0.966510], [-8.677044, -4.768372, 0.645876], [-7.523454, -3.855574, 0.939484], [-8.434121, -6.279391, 1.610721], [-8.434750, -4.754822, -1.734275], [-7.375562, -5.977851, -0.985256], [-9.129979, -6.291924, -1.159394], [-7.434056, -6.680687, 1.430792], [-9.190360, -7.016481, 1.330654], [-8.541600, -6.036377, 2.670397], [-11.510355, -1.876527, -1.023094], [-12.551275, -3.264747, -0.511439], [-11.663932, -4.465987, -0.370658], [-13.433278, -3.421407, -2.083267], [-10.838185, -1.623982, -0.199637], [-10.920678, -2.155042, -1.899601], [-12.139988, -1.013914, -1.253030], [-12.723281, -3.603366, -2.893415], [-13.997926, -2.506463, -2.277400], [-14.124705, -4.264203, -2.011531]],
  "atomic_forces_ev_per_a": [[0.180, -0.181, -0.397], [0.711, -1.820, -0.581], [2.072, 2.385, 3.034], [-1.444, 3.930, -4.880], [2.026, -3.485, 4.333], [-1.691, 0.073, 0.840], [2.901, 1.040, 0.812], [-2.843, -1.836, 2.121], [-2.261, 2.280, 2.274], [1.756, -1.580, -5.006], [3.037, -1.220, 2.963], [-2.063, 0.486, 0.052], [-0.626, 0.005, -0.687], [-0.404, -0.169, 1.048], [-1.507, 0.084, 1.742], [-0.315, 4.419, -8.113], [-2.868, -4.373, 2.812], [2.224, 0.015, 5.246], [-0.726, 0.855, 0.404], [3.948, 1.578, -1.982], [2.027, -3.353, 3.855], [-1.809, 0.232, 2.530], [-2.523, 2.560, -2.058], [0.607, -0.050, -0.107], [-2.355, 1.526, 0.309], [-2.418, -2.085, -1.335], [1.937, -0.303, -1.095], [-0.309, 0.288, -0.130], [-2.346, 0.310, 0.600], [0.904, 1.893, -1.097], [0.931, 0.104, 2.544], [0.697, 0.784, -1.971], [-2.194, -0.622, -0.386], [1.900, -2.078, 0.327], [-1.029, -0.921, -1.865], [-1.777, 1.515, -0.329], [0.222, -0.707, -2.218], [-0.763, -2.003, -1.418], [1.521, -1.397, 1.639], [2.316, -1.134, 0.047], [-0.565, 1.057, -2.254], [2.048, 1.385, -1.129], [-1.634, 1.700, -0.262], [0.924, -2.601, -0.090], [2.692, 0.696, 0.342], [2.031, 1.121, -0.258], [0.578, -2.147, -1.300], [-1.481, 1.405, -1.625], [-0.998, -2.127, 0.437], [0.687, 0.867, 2.086], [-0.660, 0.486, -2.354], [-2.023, -0.994, 0.793], [0.804, 1.937, 1.593], [-0.168, -0.006, -0.086], [-0.142, -0.097, 0.064], [0.343, 0.567, -0.188], [0.034, 0.028, 0.129], [0.143, -0.163, 0.133], [0.092, -0.071, 0.030], [0.065, -0.111, 0.159], [-0.014, -0.053, -0.093], [-0.158, -0.017, -0.034], [-0.162, -0.079, -0.113], [-0.117, 0.085, -0.031], [-0.231, -0.092, -0.005], [0.317, 0.558, 0.521], [-0.098, -0.058, 0.070], [0.020, -0.172, 0.107], [0.051, -0.106, -0.032], [-0.015, -0.105, -0.054], [0.050, -0.006, -0.121], [-0.016, -0.032, -0.116], [0.029, 0.122, -0.181], [0.123, 0.007, -0.025], [0.209, -0.191, -0.093], [-0.206, 0.517, -0.198], [0.020, -0.078, -0.082], [-0.156, -0.116, -0.048], [-0.084, -0.069, 0.070], [-0.006, -0.103, 0.055], [0.015, 0.003, 0.125], [0.051, -0.061, 0.092], [0.115, 0.104, 0.100], [0.100, 0.039, 0.067], [0.238, -0.410, 0.117], [-0.207, 0.707, -0.136], [0.107, 0.008, -0.069], [-0.010, -0.046, -0.193], [-0.080, -0.087, -0.061], [-0.060, -0.102, -0.019], [-0.096, -0.057, 0.063], [-0.038, -0.092, 0.054], [-0.051, 0.009, 0.198], [0.099, -0.036, -0.039], [-0.010, 0.037, 0.063], [-0.115, -0.355, -0.140], [0.152, -0.074, 0.043], [-0.053, -0.039, 0.186], [-0.030, 0.073, 0.087], [-0.007, 0.150, 0.073], [-0.042, 0.086, -0.029], [0.013, 0.139, -0.018], [-0.016, 0.086, -0.184], [0.120, 0.007, -0.018], [0.289, -0.321, -0.064], [-0.432, 0.531, -0.275], [-0.001, -0.059, -0.101], [-0.138, -0.127, -0.043], [-0.075, -0.065, 0.066], [-0.006, -0.099, 0.049], [0.016, 0.009, 0.124], [0.051, -0.054, 0.080], [0.131, 0.107, 0.108]],
  "mulliken_charge": [-0.94, 0.28, -0.24, 0.91, -0.79, -0.78, -0.14, -0.12, 0.93, -0.69, -0.09, 0.01, -0.61, 0.32, -0.54, 1.06, -0.53, -0.63, -0.18, -0.33, 0.06, -0.06, 0.29, -0.80, -0.19, -0.32, -0.07, -0.90, 0.30, 0.16, 0.23, 0.15, 0.08, 0.28, 0.43, -0.03, 0.37, -0.13, 0.33, 0.32, 0.25, 0.04, 0.02, 0.33, 0.22, 0.26, 0.19, 0.32, 0.06, 0.34, 0.24, 0.30, 0.21, -1.05, 0.69, -0.68, -0.91, 0.41, 0.38, 0.18, 0.41, 0.12, 0.36, -1.03, 0.60, -0.68, -0.96, 0.32, 0.32, 0.37, 0.32, 0.36, 0.30, -1.00, 0.46, -0.51, -0.96, 0.32, 0.30, 0.40, 0.30, 0.42, 0.30, -1.00, 0.70, -0.66, -1.00, 0.28, 0.40, 0.34, 0.31, 0.34, 0.32, -0.99, 0.54, -0.65, -1.04, 0.28, 0.38, 0.39, 0.31, 0.37, 0.32, -0.92, 0.43, -0.53, -0.95, 0.30, 0.28, 0.40, 0.30, 0.37, 0.31],
  "max_force_ev_per_a": 9.24,
  "charge": 0,
  "homo_energy_ev": -8.469,
  "homo_lumo_gap_ev": 8.243,
  "energy_ha": -6967.9039
}

=====

{
  "formula": "C5H12O3Sm",
  "method": "ωB97M-V/def2-TZVPD",
  "species": ["H", "C", "O", "C", "O", "C", "C", "O", "C", "Sm", "H", "H", "H", "H", "H", "H", "H", "H", "H", "H", "H"],
  "coordinates": [[-3.562180, 1.154181, 0.301609], [3.148645, 0.062381, 0.426491], [2.728153, 1.270853, -0.123361], [2.153324, -1.057928, 0.135880], [0.847913, -0.546664, 0.467389], [-0.247943, -1.385938, 0.125801], [-1.509082, -0.557781, 0.224791], [-1.271443, 0.673337, -0.437838], [-2.424092, 1.492857, -0.566642], [0.965885, 1.674390, -0.105475], [3.272583, 0.139598, 1.525316], [4.123622, -0.261230, 0.018170], [2.346604, -1.957296, 0.737375], [2.160074, -1.323865, -0.933739], [-0.298451, -2.229240, 0.828631], [-0.110172, -1.769082, -0.897296], [-1.774856, -0.350563, 1.274884], [-2.343821, -1.094937, -0.252281], [-2.873158, 2.705744, -1.512724], [-3.023399, 1.020770, -1.363048], [-2.308204, 2.340419, 0.126060]],
  "atomic_forces_ev_per_a": [[2.466, 0.238, -1.352], [1.132, -1.111, 0.553], [8.382, -2.481, -0.057], [0.179, -0.373, -0.146], [0.046, -0.964, 0.372], [-0.091, -0.438, -0.065], [-0.299, -0.616, 0.317], [-0.267, -0.106, -0.048], [-3.249, -1.862, 2.683], [-8.585, 5.294, -0.421], [-0.010, 0.092, -0.383], [-0.281, 0.151, 0.176], [0.121, 0.212, -0.176], [-0.012, 0.028, 0.229], [-0.034, 0.089, -0.234], [-0.015, 0.084, 0.221], [0.059, -0.073, -0.274], [0.205, 0.102, 0.165], [0.176, 0.515, -0.469], [0.127, 0.945, -0.134], [-0.050, 0.275, -0.959]],
  "mulliken_charge": [0.32, -0.47, -0.56, -0.44, -0.28, -0.55, -0.46, -0.32, -1.28, 1.18, 0.28, 0.34, 0.34, 0.37, 0.33, 0.35, 0.37, 0.41, 0.15, 0.45, 0.49],
  "max_force_ev_per_a": 10.10,
  "charge": 1,
  "spin_multiplicity": 8,
  "homo_energy_ev": [-9.637, -13.573],
  "homo_lumo_gap_ev": [6.103, 9.922],
  "de_lowest_kcal_mol": 98.58,
  "energy_ha": -1080.8734
}